(1)
Below is a molecular structure, C16H28IN6PbSbSe4 at a distorted geometry, with properties calculated with ωB97M-V/def2-TZVPD.

XYZ file:
```
57
Properties=species:S:1:pos:R:3:forces:R:3:lowdin_charge:R:1
Pb 1.218767 -0.511394 -0.353476 1.069 -0.174 -0.391 1.11
N -0.487892 -2.146850 0.565519 -0.171 -0.296 -0.258 -0.08
C -0.291254 -2.825037 1.841067 0.278 -0.227 0.163 -0.23
C 1.197823 -2.963034 2.186215 -0.268 0.014 0.055 -0.20
N 1.918597 -1.727213 1.970811 0.345 -0.302 0.526 -0.19
C 1.899232 -0.719511 3.007717 -0.349 0.002 0.106 -0.22
C 0.579122 0.070473 3.046753 0.450 -0.126 0.204 -0.23
N 0.194991 0.538618 1.715316 -0.104 0.306 0.140 -0.04
H -1.347346 -1.608681 0.598213 -0.085 -0.052 -0.093 0.02
H -0.530445 -2.814357 -0.196767 -0.077 -0.043 0.035 0.01
H -0.741095 -3.825308 1.837036 -0.001 0.114 0.110 0.12
H -0.787507 -2.243398 2.616248 -0.134 -0.064 -0.034 0.09
H 1.633205 -3.712526 1.523942 0.068 -0.038 0.016 0.12
H 1.282242 -3.328779 3.221890 0.029 -0.063 -0.058 0.12
H 2.877893 -1.922711 1.709004 0.018 -0.011 -0.203 0.04
H 2.706976 -0.019899 2.775197 0.022 -0.019 0.121 0.12
H 2.073562 -1.143646 4.010922 0.088 0.123 -0.046 0.12
H 0.723800 0.904045 3.743751 -0.125 -0.054 -0.046 0.12
H -0.216608 -0.551352 3.459149 0.031 0.077 -0.026 0.09
H 0.398241 1.521353 1.605408 -0.083 0.064 0.022 0.05
H -0.795728 0.393530 1.541268 -0.043 0.108 -0.030 0.03
Se 3.043146 -0.501269 -4.678282 0.055 -0.659 0.085 -0.19
Sb 2.909864 -2.856855 -4.349888 -0.268 0.675 0.539 0.33
Se 4.646955 -1.776064 -0.624196 0.471 0.610 0.323 -0.13
Se 1.442535 -3.132048 -2.073703 -0.013 -0.514 -0.815 -0.14
Se 3.792724 -3.475721 -1.761629 -0.303 -0.473 -0.302 -0.26
C 2.133453 2.873729 0.281327 -0.029 -0.004 0.011 -0.11
N 1.748552 2.010208 -0.829069 -0.221 0.810 -0.108 -0.38
C 2.910024 1.865459 -1.706420 0.109 -0.134 -0.115 -0.14
C 0.616664 2.591292 -1.566205 -0.056 0.204 0.068 -0.17
C -0.407728 1.622454 -2.121276 0.104 -0.089 0.120 -0.25
C -1.296531 2.155076 -3.051309 0.017 -0.014 -0.051 -0.05
C -2.330715 1.397114 -3.563965 -0.044 0.108 -0.013 -0.09
C -2.471318 0.085628 -3.147311 -0.094 -0.193 -0.001 -0.11
C -1.581245 -0.438008 -2.217719 0.392 -0.144 -0.209 -0.20
C -0.524115 0.301090 -1.670426 -0.443 0.320 -0.098 -0.26
H 2.540756 3.828807 -0.078490 -0.006 0.012 0.068 0.10
H 2.897434 2.378296 0.881071 0.042 0.003 0.031 0.09
H 1.270152 3.094773 0.910947 0.048 0.062 0.017 0.07
H 3.269030 2.841522 -2.057677 -0.074 0.076 0.009 0.10
H 2.658030 1.262290 -2.575023 0.008 -0.131 0.002 -0.01
H 3.722116 1.379600 -1.167927 0.005 -0.142 -0.036 0.06
H 0.995969 3.215646 -2.386411 -0.042 0.078 0.063 0.13
H 0.073574 3.260017 -0.886239 0.108 -0.016 -0.056 0.13
H -1.171582 3.176402 -3.385551 0.009 0.133 -0.024 0.11
H -3.012884 1.823176 -4.285678 -0.029 0.007 -0.064 0.10
H -3.259815 -0.530565 -3.557361 -0.066 -0.078 -0.021 0.10
H -1.693289 -1.479367 -1.935192 -0.073 -0.146 -0.011 0.09
I -6.305335 0.782804 3.093492 0.418 -0.127 -0.372 0.83
C -4.683906 0.338148 1.851566 -0.595 0.144 0.191 -0.75
C -4.625356 0.425343 0.473627 -0.028 -0.032 0.337 -0.13
N -3.382819 0.055230 0.125089 -0.184 0.165 -0.035 0.02
N -2.644613 -0.256291 1.188921 0.415 -0.218 0.046 -0.01
C -3.417571 -0.103428 2.248512 -0.339 0.186 -0.219 -0.19
H -5.372821 0.713403 -0.237257 -0.079 0.060 -0.186 0.12
H -2.943239 0.009465 -0.802326 -0.257 0.158 0.315 0.11
H -3.052673 -0.301679 3.236793 0.083 -0.034 0.199 0.10
```
Positions in Å, forces in eV/Å.

Calculated values
- net charge = 0
- strongest force on any atom (Eh/bohr) = 0.02239
- energy (eV) = -307258.2990
- relative energy (zero: lowest compared OMol25 entry of this formula, charge and spin) (eV) = 2.3881
- highest occupied orbital energy (eV) = -6.70
- frontier orbital gap (eV) = 6.49



(2)
Below is a single C5H8O molecule, with properties calculated with ωB97M-V/def2-TZVPD.

XYZ file:
```
14
Properties=species:S:1:pos:R:3:forces:R:3:lowdin_charge:R:1
C 0.131550 -0.464937 1.645557 -0.038 -0.029 0.082 -0.07
C 0.236907 0.330958 0.344787 0.142 -0.002 -0.171 -0.37
C 0.994971 -0.495976 -0.723651 0.097 -0.148 0.343 -0.26
O 0.930531 0.069819 -2.002462 -0.242 0.100 -0.307 -0.06
C -1.065815 0.723340 -0.211108 -0.428 0.164 -0.256 -0.12
C -2.067209 1.060053 -0.793128 0.372 -0.163 0.230 0.13
H -0.466934 -1.371357 1.496577 0.100 0.177 0.028 0.09
H -0.334939 0.132448 2.431917 0.045 -0.094 -0.058 0.08
H 1.131081 -0.764000 1.982911 -0.170 0.062 -0.051 0.08
H 0.801941 1.260836 0.520363 -0.124 -0.248 -0.049 0.15
H 2.057777 -0.522951 -0.454659 -0.216 -0.085 0.018 0.13
H 0.609262 -1.534079 -0.724564 0.065 0.307 0.058 0.13
H -0.010002 0.199557 -2.205762 0.274 0.038 -0.026 0.07
H -2.949123 1.376290 -1.306777 0.124 -0.079 0.159 0.03
```
Positions in Å, forces in eV/Å.

Calculated values
- net charge = 0
- strongest force on any atom (Eh/bohr) = 0.01022
- energy (eV) = -7360.1782
- relative energy (zero: lowest compared OMol25 entry of this formula, charge and spin) (eV) = 2.0770
- highest occupied orbital energy (eV) = -10.04
- SMILES = C#C[C@@H](C)CO
- frontier orbital gap (eV) = 11.06



(3)
Below is a single C4H9FN2 molecule at a distorted geometry, with properties calculated with ωB97M-V/def2-TZVPD.

XYZ file:
```
16
Properties=species:S:1:pos:R:3:forces:R:3:lowdin_charge:R:1
C 1.338476 -0.764218 0.566327 -0.198 1.015 0.522 -0.21
C 1.033879 0.714871 0.835935 0.706 0.067 -1.323 -0.16
C 0.230942 1.304403 -0.364396 1.767 0.112 0.491 -0.23
C -2.427817 -0.786170 0.139189 -1.755 -0.721 0.862 -0.07
H 2.014007 -1.222391 1.291240 0.092 0.130 -0.104 0.12
H 0.398814 -1.313223 0.574712 0.043 -0.206 -0.042 0.09
H 1.918934 1.339654 1.021616 0.004 -0.402 -0.103 0.11
H 0.424143 0.773787 1.696904 -0.718 0.039 1.057 0.08
H 0.888504 1.472851 -1.232518 -0.255 -0.222 0.300 0.12
H -0.156124 2.272243 -0.085295 -0.240 0.326 0.131 0.10
H -0.526636 -0.392388 -1.267426 -0.339 0.851 0.454 0.13
H -3.198272 -0.962082 0.885921 0.269 -0.153 0.080 0.06
H -2.500206 -1.359518 -0.770257 0.228 -0.222 -0.474 0.07
N -0.832401 0.447885 -0.736496 -0.090 -0.767 -0.959 -0.11
N -1.641081 0.166413 0.327202 0.164 0.546 -0.514 -0.05
F 1.888703 -0.858036 -0.701352 0.322 -0.393 -0.377 -0.06
```
Positions in Å, forces in eV/Å.

Calculated values
- net charge = 0
- strongest force on any atom (Eh/bohr) = 0.04053
- energy (eV) = -9989.9948
- relative energy (zero: lowest compared OMol25 entry of this formula, charge and spin) (eV) = 1.7694
- highest occupied orbital energy (eV) = -8.75
- SMILES = C=NNCCCF
- frontier orbital gap (eV) = 9.86



(4)
Below is a gas-phase ion, C7H20N3 (charge +1) at a distorted geometry, with properties calculated with ωB97M-V/def2-TZVPD.

XYZ file:
```
30
Properties=species:S:1:pos:R:3:forces:R:3:lowdin_charge:R:1
C 2.074429 -1.463595 0.304691 -0.008 -1.867 1.361 -0.08
C 0.934836 1.231099 1.525565 2.548 -3.436 0.735 -0.05
C 1.253314 1.816241 -0.816270 -3.666 -0.139 -1.107 -0.03
C -1.997060 1.187632 0.201482 0.297 -0.158 3.499 -0.05
C -2.404545 -1.080546 0.035638 0.089 -1.554 -2.149 -0.06
C -0.029723 -0.610358 -1.725362 -0.162 1.727 -0.690 0.04
C 0.572667 -1.396975 0.564376 -0.361 -3.342 -1.125 -0.15
N 0.749134 0.850346 0.170366 0.123 1.239 -3.361 -0.26
N -1.404247 -0.098784 0.313526 -0.340 -0.316 0.588 -0.21
N -0.085027 -0.247392 -0.247928 1.082 -0.981 1.927 -0.18
H 2.114364 -2.397810 -0.248622 1.235 0.270 -0.379 0.08
H 2.569218 -0.642596 -0.136258 0.006 0.880 -1.078 0.07
H 2.698684 -1.588351 1.220440 -0.888 -0.223 -0.292 0.11
H 0.090344 1.042348 2.096633 -1.706 -0.257 1.243 0.07
H 1.774534 0.517500 1.923646 -1.211 1.645 -0.019 0.13
H 1.231954 2.244189 1.649927 0.233 0.800 -0.344 0.10
H 0.832663 2.817516 -0.472127 0.280 -0.936 -1.406 0.12
H 2.270283 1.922102 -0.852270 2.907 -0.092 0.669 0.05
H 1.055730 1.440115 -1.896479 -0.299 1.316 1.923 0.11
H -1.233335 1.813074 0.574609 0.243 1.617 0.001 0.07
H -2.512331 1.535512 -0.613890 -0.655 0.441 -2.876 0.08
H -2.778123 1.131460 0.976623 0.305 0.441 -0.055 0.12
H -2.199974 -2.116069 0.307564 0.586 0.092 0.052 0.09
H -3.290441 -0.841203 0.596787 -0.283 0.355 0.008 0.10
H -2.603657 -1.055595 -1.073543 -0.522 -0.249 0.934 0.11
H -0.511573 0.200045 -2.377863 0.934 -0.962 1.165 0.14
H 1.019122 -0.823840 -2.010593 -0.742 0.234 0.185 0.12
H -0.655705 -1.471772 -1.860328 -0.023 -0.551 0.245 0.09
H 0.276443 -1.414315 1.597782 -0.190 1.174 0.340 0.12
H 0.188023 -2.499987 0.271885 0.186 2.829 0.005 0.17
```
Positions in Å, forces in eV/Å.

Calculated values
- net charge = +1
- strongest force on any atom (Eh/bohr) = 0.08440
- energy (eV) = -12042.3476
- relative energy (zero: lowest compared OMol25 entry of this formula, charge and spin) (eV) = 6.5683
- highest occupied orbital energy (eV) = -12.89
- SMILES = CC[N+](C)(N(C)C)N(C)C
- frontier orbital gap (eV) = 10.48



(5)
Below is a molecular structure, C38H33KN4O2P2 at a distorted geometry, with properties calculated with ωB97M-V/def2-TZVPD.

XYZ file:
```
80
Properties=species:S:1:pos:R:3:forces:R:3:lowdin_charge:R:1
K -0.278123 0.302389 -1.797077 0.606 1.898 1.431 0.72
O -3.258930 -2.974607 -3.059362 -0.005 -0.044 0.015 0.05
C -2.546953 -3.534958 -4.056057 0.140 0.051 -0.018 -0.27
C -3.085572 -4.648243 -4.702927 -0.042 -0.016 0.004 -0.02
C -2.391013 -5.264240 -5.724343 -0.014 0.040 0.050 -0.09
C -1.147724 -4.781121 -6.122556 0.057 -0.036 -0.085 -0.10
C -0.611118 -3.678311 -5.489211 -0.055 -0.002 0.000 -0.04
C -1.291135 -3.035470 -4.453471 -0.208 -0.065 0.104 -0.08
C -0.715512 -1.844759 -3.775471 0.479 0.068 0.114 -0.44
O -1.352519 -1.296386 -2.809727 -1.221 -1.577 -1.283 -0.25
N 0.496201 -1.492774 -4.174844 0.200 -0.806 -0.725 0.03
N 0.976916 -0.313289 -3.767405 0.255 0.141 -0.098 -0.11
C 2.246842 -0.200712 -3.634452 -0.187 -0.503 -0.388 -0.12
C 2.855422 1.063431 -3.249990 0.186 0.477 0.181 -0.27
C 4.247563 1.203919 -3.284895 -0.064 -0.090 -0.044 -0.02
C 4.818677 2.405937 -2.920358 -0.052 0.143 0.055 -0.07
C 3.993354 3.451150 -2.525747 0.080 -0.074 -0.054 -0.07
C 2.627026 3.223395 -2.509779 -0.052 0.043 0.037 -0.15
N 2.061921 2.069930 -2.848541 -0.102 -0.140 0.067 0.09
H -2.703359 -2.220914 -2.731123 -0.033 -0.001 -0.068 0.06
H -4.054298 -5.009072 -4.382234 0.008 0.008 0.016 0.11
H -2.817985 -6.130393 -6.214618 -0.011 0.004 -0.001 0.10
H -0.605629 -5.266333 -6.923774 0.003 0.007 0.010 0.09
H 0.353089 -3.285897 -5.778478 0.009 0.009 0.007 0.10
H 2.904385 -1.048205 -3.834504 -0.020 0.001 -0.044 0.12
H 4.864088 0.373860 -3.605160 -0.037 -0.020 0.003 0.11
H 5.892646 2.538829 -2.942935 0.006 -0.042 -0.013 0.11
H 4.402129 4.409721 -2.238439 -0.048 0.015 0.008 0.10
H 1.940425 4.006223 -2.199291 0.047 0.011 0.024 0.10
C 1.195983 1.954073 0.795580 0.108 0.104 0.079 -0.18
N 0.256954 1.005269 1.407796 -0.203 -0.135 -0.321 -0.51
P 0.635792 -0.634710 0.914627 0.404 -0.408 0.771 0.96
C -0.446352 -1.575612 2.054578 -0.015 -0.060 -0.195 -0.38
C -1.356722 -2.460003 1.480936 0.001 0.069 -0.004 -0.10
C -2.207154 -3.210715 2.281907 -0.044 -0.024 0.026 -0.07
C -2.146410 -3.080375 3.660537 -0.013 -0.022 -0.032 -0.08
C -1.234762 -2.205433 4.239072 0.022 0.062 0.067 -0.08
C -0.386050 -1.457742 3.441866 -0.058 -0.036 -0.023 -0.09
C 2.252420 -0.913377 1.727420 -0.001 0.000 -0.162 -0.37
C 2.732746 -0.219984 2.834778 0.026 -0.011 0.005 -0.11
C 3.958171 -0.560515 3.387071 0.020 0.039 0.054 -0.08
C 4.709548 -1.593566 2.843929 0.037 -0.047 -0.016 -0.09
C 4.242504 -2.283759 1.734856 0.009 0.020 0.020 -0.08
C 3.023845 -1.934178 1.173365 -0.066 0.054 0.024 -0.10
P -1.467730 1.189396 1.064503 -0.054 0.449 0.494 1.02
C -2.143277 1.233188 2.765068 0.010 -0.037 -0.125 -0.39
C -3.408936 0.695500 2.975646 0.040 0.014 -0.093 -0.10
C -3.948856 0.646714 4.253294 -0.025 -0.019 0.042 -0.08
C -3.223720 1.135681 5.328459 -0.001 0.010 0.004 -0.08
C -1.958786 1.675267 5.125441 0.012 0.011 0.031 -0.08
C -1.418349 1.718734 3.850973 -0.004 0.013 0.006 -0.12
C -1.539311 2.953414 0.556117 -0.052 -0.106 -0.040 -0.36
C -1.252548 3.221066 -0.784029 -0.076 0.066 0.073 -0.14
C -1.238072 4.518773 -1.266873 0.023 -0.017 -0.098 -0.07
C -1.539782 5.572710 -0.416864 -0.010 0.028 0.021 -0.08
C -1.866061 5.317866 0.906552 -0.013 0.036 0.017 -0.07
C -1.867646 4.017567 1.392231 0.041 -0.043 -0.023 -0.07
H 2.206870 1.708538 1.123177 -0.011 0.030 -0.005 0.07
H 0.964942 2.968341 1.116267 0.025 0.002 -0.006 0.09
H 1.199947 1.939257 -0.303707 0.042 0.071 0.093 0.03
H -1.403814 -2.550211 0.401091 -0.021 -0.015 0.004 0.10
H -2.916910 -3.891697 1.830028 0.018 0.005 -0.014 0.11
H -2.806836 -3.663524 4.290050 -0.004 0.005 -0.012 0.10
H -1.189391 -2.103801 5.316314 -0.003 -0.001 -0.008 0.11
H 0.316772 -0.774443 3.898257 0.028 0.014 0.011 0.10
H 2.154391 0.591852 3.260988 -0.034 -0.010 -0.017 0.10
H 4.332293 -0.018897 4.246978 -0.014 0.006 -0.005 0.10
H 5.663982 -1.856409 3.282161 -0.007 0.009 0.000 0.10
H 4.830042 -3.083995 1.303623 -0.008 0.004 -0.002 0.10
H 2.653388 -2.454177 0.296120 0.053 -0.031 0.003 0.10
H -3.965794 0.299644 2.133634 -0.001 -0.036 0.018 0.10
H -4.926887 0.210536 4.411945 -0.001 0.021 -0.017 0.10
H -3.639827 1.094520 6.327169 0.004 -0.008 -0.006 0.10
H -1.392247 2.055465 5.966546 0.002 -0.003 -0.008 0.10
H -0.420898 2.112480 3.695335 0.006 -0.011 -0.017 0.10
H -1.043516 2.403748 -1.462036 -0.123 0.480 0.033 0.03
H -1.005227 4.705858 -2.307625 -0.005 -0.014 0.001 0.11
H -1.537877 6.588830 -0.789604 0.002 -0.007 -0.001 0.11
H -2.121059 6.136850 1.567165 -0.005 -0.010 0.000 0.11
H -2.130596 3.832888 2.424058 0.015 -0.012 0.052 0.10
```
Positions in Å, forces in eV/Å.

Calculated values
- net charge = 0
- strongest force on any atom (Eh/bohr) = 0.04770
- energy (eV) = -84900.0964
- relative energy (zero: lowest compared OMol25 entry of this formula, charge and spin) (eV) = 1.3888
- highest occupied orbital energy (eV) = -7.28
- frontier orbital gap (eV) = 7.47



(6)
Below is a single C2H4N2O2S molecule at a distorted geometry, with properties calculated with ωB97M-V/def2-TZVPD.

XYZ file:
```
11
Properties=species:S:1:pos:R:3:forces:R:3:lowdin_charge:R:1
C 0.976698 -0.430844 -0.010608 0.514 -0.773 -0.151 -0.71
C -1.879418 -0.810711 -0.057616 0.552 0.866 -0.410 -0.57
H -0.960426 1.572130 0.297739 -0.310 -0.001 -0.119 0.07
H 1.559755 1.487284 -0.151674 0.173 0.029 -0.086 0.14
H 2.791221 -0.382480 -0.494079 0.390 0.122 -0.095 0.04
H -2.668297 -1.534515 0.080635 -0.519 -0.527 0.195 0.07
N 0.728295 0.917955 -0.121456 -0.011 0.043 0.033 -0.05
N 2.058770 -1.052596 -0.296433 -1.086 0.465 0.292 0.06
O -0.147391 1.478834 0.808190 0.194 0.042 0.225 -0.05
O -2.096004 0.267805 -0.558900 0.097 -0.403 0.189 -0.03
S -0.363199 -1.512862 0.504201 0.006 0.138 -0.072 1.03
```
Positions in Å, forces in eV/Å.

Calculated values
- net charge = 0
- strongest force on any atom (Eh/bohr) = 0.02365
- energy (eV) = -20047.0449
- relative energy (zero: lowest compared OMol25 entry of this formula, charge and spin) (eV) = 2.4379
- highest occupied orbital energy (eV) = -9.63
- SMILES = [H]/N=C(\NO)SC=O
- frontier orbital gap (eV) = 10.09